P.
ORCA calculation (ωB97M-V with the def2-TZVPD basis set) on an isolated molecule of C4H7NO.

Computed properties:
SMILES string = C[C@H]1N[C@H]1C=O
highest occupied orbital energy = -9.82 eV
orbital gap = 10.74 eV

Last column: Löwdin charge in e.
Atoms and positions in Å:
O 2.517 1.287 -0.014  0.046
N -0.710 0.160 -1.233  0.061
C -0.955 -0.428 1.238  -0.055
C 0.674 0.054 -0.776  -0.246
C 1.317 1.257 -0.169  -0.223
C -0.418 -0.736 -0.134  -0.334
H 0.681 2.125 0.102  0.129
H -0.271 -0.825 1.996  0.082
H -0.908 -0.337 -2.100  0.103
H -1.054 0.651 1.384  0.077
H 1.439 -0.521 -1.302  0.145
H -1.938 -0.888 1.387  0.076
H -0.374 -1.799 -0.378  0.138

Q.
ORCA calculation (ωB97M-V with the def2-TZVPD basis set) on an isolated molecule of C4H7NO.

Computed properties:
SMILES string = O=CCN1CC1
highest occupied orbital energy = -9.30 eV
orbital gap = 10.26 eV

Last column: Löwdin charge in e.
Atoms and positions in Å:
O -2.718 0.693 0.728  -0.002
N 0.528 -0.593 0.160  -0.110
C -1.939 -0.241 0.593  -0.242
C 0.845 -0.389 -1.246  -0.146
C -0.541 0.210 0.758  -0.198
C 1.754 0.112 -0.187  -0.146
H -0.309 0.321 1.819  0.125
H -2.303 -1.242 0.332  0.129
H 0.238 0.341 -1.773  0.106
H 1.755 1.183 -0.004  0.105
H 1.115 -1.277 -1.818  0.102
H -1.121 1.280 0.620  0.173
H 2.697 -0.397 0.018  0.102

Least stable: Q

P.
ORCA calculation (ωB97M-V with the def2-TZVPD basis set) on an isolated molecule of C4H7NO.

Computed properties:
SMILES string = C1OC[C@H]2N[C@@H]12
highest occupied orbital energy = -9.56 eV
orbital gap = 10.64 eV

Last column: Löwdin charge in e.
Atoms and positions in Å:
O 0.042 -1.393 -0.275  -0.133
N 0.020 1.260 -1.063  0.073
C 0.753 0.796 0.104  -0.242
C -1.137 -0.674 0.061  -0.161
C 1.137 -0.665 0.248  -0.166
C -0.728 0.789 0.092  -0.245
H 1.262 -0.841 1.330  0.126
H -1.526 -0.985 1.043  0.123
H 2.041 -1.005 -0.267  0.125
H -1.337 1.505 0.635  0.135
H 1.358 1.539 0.616  0.136
H -1.884 -0.907 -0.705  0.126
H -0.001 0.580 -1.820  0.105

Q.
ORCA calculation (ωB97M-V with the def2-TZVPD basis set) on an isolated molecule of C4H7NO.

Computed properties:
SMILES string = CN1C[C@H]1C=O
highest occupied orbital energy = -9.37 eV
orbital gap = 10.15 eV

Last column: Löwdin charge in e.
Atoms and positions in Å:
O -1.769 -2.123 -0.875  0.062
N 0.410 0.222 -0.690  -0.094
C -0.591 -0.443 0.313  -0.192
C 1.766 0.291 -0.081  -0.116
C -0.475 1.007 0.125  -0.162
C -1.816 -1.165 -0.145  -0.235
H 1.782 0.280 1.028  0.088
H -0.064 1.701 0.846  0.107
H -1.273 1.404 -0.505  0.124
H 2.431 -0.502 -0.436  0.082
H -2.788 -0.815 0.285  0.127
H 2.178 1.252 -0.402  0.086
H 0.211 -1.108 0.537  0.123

Least stable: Q

P.
ORCA calculation (ωB97M-V with the def2-TZVPD basis set) on a cluster of 2 separate species, C4H7NO in total.

Computed properties:
highest occupied orbital energy (spin up / spin down) = -7.88 / -7.04 eV
orbital gap (spin up / spin down) = 8.52 / 7.87 eV

Last column: Löwdin charge in e.
Atoms and positions in Å:
O -2.775 -0.348 0.643  -0.059
N 1.424 -0.062 0.078  -0.089
C -2.525 0.879 -0.032  -0.171
C -2.127 -0.409 -0.560  -0.117
C 2.793 0.200 0.394  -0.131
C 0.736 -1.009 -0.201  0.015
H 0.796 -2.068 -0.381  0.043
H -1.780 1.512 0.431  0.096
H 2.820 0.929 1.204  0.075
H -2.553 -0.948 -1.389  0.081
H -3.418 1.387 -0.389  0.100
H 3.269 0.641 -0.484  0.081
H 3.341 -0.703 0.687  0.077

Q.
ORCA calculation (ωB97M-V with the def2-TZVPD basis set) on an isolated molecule of C4H7NO.

Computed properties:
highest occupied orbital energy (spin up / spin down) = -7.00 / -7.17 eV
orbital gap (spin up / spin down) = 7.68 / 8.02 eV

Last column: Löwdin charge in e.
Atoms and positions in Å:
O 0.265 -0.734 1.887  -0.010
N 0.126 0.046 -0.441  -0.225
C 1.344 -0.539 -1.010  -0.011
C -0.532 0.999 -1.098  0.004
C -1.044 -0.058 1.818  -0.072
C -0.359 -0.565 0.663  -0.306
H -1.301 1.529 -0.549  0.063
H -1.916 -0.609 2.172  0.103
H -0.543 0.977 -2.181  0.060
H 2.166 -0.365 -0.310  0.100
H 1.562 -0.043 -1.956  0.088
H 1.211 -1.613 -1.152  0.097
H -0.981 0.975 2.157  0.109

Least stable: P

P.
ORCA calculation (ωB97M-V with the def2-TZVPD basis set) on a cluster of 2 separate species, C5H14 in total.

Computed properties:
net charge = -1
highest occupied orbital energy (spin up / spin down) = 1.47 / -7.46 eV
⟨S²⟩ = 0.7503
orbital gap (spin up / spin down) = 2.63 / 11.48 eV
multiplicity = 2

Last column: Löwdin charge in e.
Atoms and positions in Å:
C 1.047 -1.594 -1.973  -0.382
C 0.426 -2.930 -1.310  -0.286
C -0.991 0.529 0.618  -0.259
C -0.416 1.927 0.650  -0.423
C -0.098 2.312 2.101  -0.213
H 0.966 -3.868 -1.300  0.020
H 1.495 -1.775 -3.003  0.027
H 1.730 -1.297 -1.228  -0.021
H -1.571 0.192 -0.275  0.023
H 0.395 -0.707 -2.145  0.017
H 0.704 3.067 2.145  0.044
H 0.302 1.406 2.644  0.067
H -1.692 0.271 1.478  0.064
H -0.255 -0.415 0.504  0.076
H -0.458 -3.247 -1.898  0.025
H -0.981 2.703 2.639  0.058
H 0.515 2.073 -0.015  0.090
H 0.095 -2.538 -0.332  0.023
H -1.054 2.668 0.268  0.051

Q.
ORCA calculation (ωB97M-V with the def2-TZVPD basis set) on a cluster of 2 separate species, C5H14 in total.

Computed properties:
net charge = -1
highest occupied orbital energy (spin up / spin down) = 1.53 / -7.53 eV
⟨S²⟩ = 0.7503
orbital gap (spin up / spin down) = 2.61 / 11.68 eV
multiplicity = 2

Last column: Löwdin charge in e.
Atoms and positions in Å:
C 1.080 1.496 1.053  -0.372
C -0.519 -0.798 -1.869  -0.274
C -0.412 1.683 0.910  -0.283
C 1.415 0.083 1.571  -0.208
C -1.230 -2.058 -1.353  -0.398
H -0.631 2.348 0.072  0.042
H -1.948 -1.874 -0.539  0.012
H -0.630 -2.875 -0.948  0.022
H 0.526 -0.971 -2.117  0.043
H -0.906 1.838 1.861  0.033
H -0.834 0.775 0.464  0.022
H -1.817 -2.438 -2.193  0.016
H 1.629 1.654 0.105  0.089
H 2.493 -0.045 1.618  0.044
H 0.977 -0.036 2.569  0.047
H 1.600 2.261 1.641  0.079
H 0.952 -0.673 0.941  0.042
H -0.557 0.038 -1.147  0.015
H -1.189 -0.409 -2.639  0.030

Least stable: P

P.
ORCA calculation (ωB97M-V with the def2-TZVPD basis set) on a cluster of 2 separate species, C3H8O2 in total.

Computed properties:
SMILES string = C=CO.CO
highest occupied orbital energy = -9.12 eV
orbital gap = 9.94 eV

Last column: Löwdin charge in e.
Atoms and positions in Å:
O -0.860 -0.257 1.958  -0.007
O -0.574 -0.281 -1.359  -0.137
C 0.122 0.620 1.599  -0.295
C 0.974 1.288 2.368  0.017
C -0.297 -1.152 -2.468  -0.132
H 0.746 -1.030 -2.786  0.082
H -0.960 -0.972 -3.312  0.073
H 0.173 0.298 -1.316  0.039
H -0.419 -2.172 -2.103  0.077
H -1.713 -0.117 1.520  0.106
H 0.310 0.458 0.535  0.072
H 0.543 1.687 3.283  0.056
H 1.955 1.627 2.081  0.048

Q.
ORCA calculation (ωB97M-V with the def2-TZVPD basis set) on a cluster of 2 separate species, C3H8O2 in total.

Computed properties:
SMILES string = CC=O.CO
highest occupied orbital energy = -10.00 eV
orbital gap = 10.96 eV

Last column: Löwdin charge in e.
Atoms and positions in Å:
O -3.299 -1.368 -0.611  0.050
O 4.699 2.565 -0.591  -0.144
C -2.440 -2.918 1.019  -0.060
C -3.332 -1.834 0.491  -0.336
C 3.311 2.907 -0.332  -0.135
H 3.140 2.890 0.740  0.071
H 3.109 3.862 -0.824  0.077
H 2.741 2.127 -0.832  0.072
H -4.164 -1.598 1.188  0.112
H -1.642 -2.702 1.729  0.078
H -1.919 -3.425 0.218  0.078
H -3.096 -3.520 1.662  0.079
H 5.064 3.363 -0.983  0.059

R.
ORCA calculation (ωB97M-V with the def2-TZVPD basis set) on a structure of composition C3H8O2.

Computed properties:
highest occupied orbital energy = -9.62 eV
orbital gap = 10.49 eV

Last column: Löwdin charge in e.
Atoms and positions in Å:
O -0.604 -2.116 0.475  -0.099
O -0.204 1.756 -0.250  -0.148
C 0.770 -0.145 0.126  -0.049
C 0.762 0.939 -0.888  -0.267
C -0.960 0.671 0.201  -0.117
H -0.821 -1.169 0.498  -0.046
H -1.701 0.355 -0.570  0.113
H 1.303 -1.065 -0.211  0.108
H 1.700 1.448 -1.090  0.119
H -0.186 -2.257 1.331  0.046
H 1.162 0.105 1.111  0.097
H -1.566 0.967 1.088  0.116
H 0.344 0.512 -1.820  0.127

Least stable: R

P.
ORCA calculation (ωB97M-V with the def2-TZVPD basis set) on a cluster of 2 separate species, C3H8O2 in total.

Computed properties:
SMILES string = CC=O.CO
highest occupied orbital energy = -9.95 eV
orbital gap = 10.78 eV

Last column: Löwdin charge in e.
Atoms and positions in Å:
O -2.975 0.715 0.624  -0.093
O 2.201 1.366 -0.121  -0.004
C -2.159 0.540 -0.514  -0.160
C 1.582 -0.923 0.137  -0.056
C 2.571 0.294 0.349  -0.263
H -1.152 0.703 -0.350  0.024
H -2.424 1.262 -1.320  0.101
H 2.076 -1.714 -0.397  0.054
H 3.645 0.140 0.747  0.129
H -3.074 -0.152 0.975  0.053
H -2.171 -0.489 -0.808  0.073
H 1.148 -1.154 1.157  0.091
H 0.733 -0.586 -0.477  0.050

Q.
ORCA calculation (ωB97M-V with the def2-TZVPD basis set) on an isolated molecule of C3H8O2.

Computed properties:
SMILES string = OCCCO
highest occupied orbital energy = -10.44 eV
orbital gap = 11.30 eV

Last column: Löwdin charge in e.
Atoms and positions in Å:
O -1.748 0.039 -1.756  -0.061
O 1.435 -0.374 1.971  -0.066
C -0.484 0.355 -1.185  -0.273
C -0.193 -0.333 0.138  -0.199
C 0.975 0.314 0.822  -0.287
H -2.333 -0.229 -1.042  0.074
H -1.094 -0.445 0.749  0.121
H 0.047 -1.375 -0.064  0.120
H 0.310 0.080 -1.888  0.124
H 0.914 -1.193 2.075  0.089
H 1.791 0.390 0.089  0.125
H 0.722 1.327 1.121  0.118
H -0.411 1.435 -1.075  0.114

Least stable: P